A 2-piece molecular cluster, CH8N2S2 overall at a distorted geometry. Source: the OMol25 dataset; level of theory: the ωB97M-V functional and the def2-TZVPD basis.

Computed properties:
frontier orbital gap (alpha / beta) = 0.3157 / 0.1230 hartree
2S+1 = 2
total charge = +1
energy = -948.3949 a.u.
HOMO level (alpha / beta) = -12.3 / -12.3 eV
largest force on an atom = 4.66 eV/A
⟨S²⟩ = 0.76

The geometry in XYZ format:
```
13
CH8N2S2 (the ωB97M-V functional and the def2-TZVPD basis)
S -0.9405 1.4497 -0.0566
S -2.9099 0.8802 0.5428
H -1.2554 2.7203 -0.4875
H -3.3069 0.3713 -0.6666
N 3.5948 -1.4802 -0.8747
C 2.2906 -1.0772 -0.4084
N 1.6258 -2.0858 0.5435
H 3.9340 -2.3470 -1.4816
H 4.2451 -0.7844 -0.7924
H 1.5031 -0.7876 -1.1395
H 2.4254 -0.1540 0.0800
H 1.7042 -2.9055 -0.0349
H 2.0688 -1.9658 1.5111
```

Computed Löwdin charges, given in elementary charges: S 0.160; S 0.236; H -0.180; H -0.188; N 0.257; C -0.247; N 0.162; H 0.223; H 0.088; H 0.141; H 0.110; H 0.089; H 0.149